(1)
DFT (wB97M-V/def2-TZVPD) results for a 3-piece molecular cluster, C17H35FN4O8S overall at a distorted geometry.

Max |F| (hartree/bohr): 0.103
M (g/mol): 474.6
Structure (SMILES): O=[SH](=O)Cc1nnc(CCF)nn1.COCCOCCOC.COCCOCCOC
Net charge: 0
Energy above the lowest of the compared OMol25 structures with the same formula, charge and spin (kcal/mol): 166.3
Gap between HOMO and LUMO (eV): 8.2

CARTESIAN COORDINATES (ANGSTROEM)
O1 -4.13574 -0.41960 7.91074
S1 -4.01181 0.53605 6.77774
O2 -2.76092 1.33022 6.93242
C1 -4.01253 -0.50087 5.23926
C2 -2.95596 0.02680 4.19014
N1 -2.18359 -0.93996 3.62855
N2 -1.27966 -0.49500 2.78864
C3 -1.26707 0.85680 2.62247
C4 -0.14390 1.39727 1.65393
C5 1.06089 1.79442 2.61324
F1 1.34445 0.64056 3.38411
N3 -2.07057 1.81731 3.15774
N4 -2.97380 1.37196 3.99638
H1 -5.07901 1.41735 6.66826
H2 -3.83918 -1.56628 5.51376
H3 -5.02297 -0.34545 4.76540
H4 -0.52168 2.32838 1.14963
H5 0.15061 0.63205 0.89650
H6 1.95814 2.14553 2.05556
H7 0.63579 2.56304 3.31148
C6 3.90197 0.41168 -3.41789
O3 3.46031 1.72664 -3.14515
C7 2.19210 1.73593 -2.50440
C8 1.88909 3.12048 -1.95469
O4 2.49169 3.35753 -0.68425
C9 3.89216 3.62488 -0.71132
C10 4.21785 5.03292 -1.18174
O5 4.21998 5.09057 -2.60160
C11 4.27899 6.42111 -3.07294
H8 3.18326 -0.11382 -4.05409
H9 4.85449 0.47758 -3.94253
H10 4.05402 -0.14044 -2.48474
H11 2.17772 1.00246 -1.68988
H12 1.43465 1.46718 -3.25149
H13 0.81219 3.18309 -1.77738
H14 2.14703 3.90631 -2.66662
H15 4.42763 2.86925 -1.28856
H16 4.22143 3.53308 0.32708
H17 5.21962 5.31052 -0.83031
H18 3.48092 5.73787 -0.78021
H19 3.38571 6.97524 -2.76508
H20 4.31064 6.39280 -4.16169
H21 5.17919 6.92396 -2.70495
C12 -2.72832 -3.72302 1.89009
O6 -2.68137 -3.81706 0.47984
C13 -2.87342 -2.55143 -0.13639
C14 -2.51580 -2.62168 -1.61205
O7 -1.11744 -2.48350 -1.85010
C15 -0.33049 -3.63521 -1.55778
C16 -0.45062 -4.71947 -2.61626
O8 -1.61277 -5.50552 -2.38873
C17 -1.88871 -6.36181 -3.47759
H22 -3.68863 -3.31138 2.21796
H23 -2.61603 -4.72600 2.30114
H24 -1.90699 -3.10155 2.25512
H25 -2.25325 -1.79515 0.35880
H26 -3.93287 -2.28255 -0.03063
H27 -2.97743 -1.76563 -2.11104
H28 -2.91006 -3.52389 -2.08303
H29 -0.54518 -4.01767 -0.55842
H30 0.70389 -3.28193 -1.55475
H31 0.42239 -5.38193 -2.55819
H32 -0.49767 -4.26257 -3.61142
H33 -2.11005 -5.77682 -4.37690
H34 -2.76691 -6.95588 -3.22626
H35 -1.04640 -7.03578 -3.66495

Atomic partial charges in e from the natural (NBO) method, atoms 1 to 6:
1. O -0.91
2. S 1.90
3. O -0.91
4. C -0.67
5. C 0.31
6. N -0.18

(2)
DFT (wB97M-V/def2-TZVPD) results for C15H30NO7SSi2 as an isolated structure.

Max |F| (hartree/bohr): 0.010
M (g/mol): 424.6
Net charge: -1
Gap between HOMO and LUMO (eV): 6.3

CARTESIAN COORDINATES (ANGSTROEM)
C1 5.06153 3.86637 0.07685
C2 4.06414 3.71286 -1.06079
O1 4.35424 3.92576 -2.20672
O2 2.78889 3.40394 -0.71986
C3 2.54680 2.42907 0.31575
C4 1.91322 1.17578 -0.25658
C5 1.83341 0.07748 0.81692
Si1 0.41369 -1.12900 0.53111
C6 0.81686 -2.83956 1.17879
C7 1.36021 -3.84665 0.15164
C8 2.55618 -3.33665 -0.66012
C9 2.25138 -2.90656 -2.07336
O3 1.23404 -3.06742 -2.68008
O4 3.33310 -2.30390 -2.63762
O5 -0.88725 -0.46493 1.29123
Si2 -2.45683 -1.05201 1.07320
C10 -3.53275 0.04306 2.15707
C11 -3.49276 1.53535 1.77540
N1 -3.27769 2.42496 2.92956
C12 -2.96392 -0.80648 -0.72794
C13 -2.37821 0.40945 -1.48093
C14 -3.44137 1.37443 -2.03755
S1 -3.48742 1.52126 -3.85208
C15 -2.61498 -2.90432 1.54112
O6 -2.93432 -3.63560 0.57607
O7 -2.37033 -3.21125 2.73079
H1 4.57822 4.05529 1.03292
H2 5.65740 2.95603 0.16656
H3 5.73414 4.68280 -0.17556
H4 3.47360 2.17741 0.83339
H5 1.87423 2.88885 1.04328
H6 0.91527 1.42103 -0.63106
H7 2.49548 0.83021 -1.11429
H8 2.79215 -0.44535 0.89822
H9 1.65047 0.53610 1.79763
H10 0.20015 -1.17965 -0.93744
H11 1.55543 -2.71728 1.98367
H12 -0.07360 -3.26039 1.65409
H13 1.67996 -4.74051 0.69169
H14 0.56067 -4.14850 -0.52676
H15 3.07236 -2.51394 -0.15757
H16 3.31317 -4.11977 -0.77587
H17 3.10259 -2.15329 -3.56539
H18 -3.16346 -0.05116 3.18183
H19 -4.55482 -0.34454 2.12385
H20 -4.42489 1.79711 1.25802
H21 -2.68311 1.73909 1.06913
H22 -2.70374 3.21925 2.68762
H23 -4.14892 2.76014 3.31571
H24 -2.74542 -1.74477 -1.24164
H25 -4.05891 -0.74581 -0.69434
H26 -1.68700 0.97582 -0.84934
H27 -1.78220 0.04272 -2.31868
H28 -4.43742 1.07923 -1.70864
H29 -3.27985 2.40014 -1.70010
H30 -3.60177 0.20830 -4.09284

Atomic partial charges in e from the natural (NBO) method, atoms 1 to 6:
1. C -0.75
2. C 0.80
3. O -0.57
4. O -0.52
5. C -0.06
6. C -0.41

(3)
DFT (wB97M-V/def2-TZVPD) results for a 3-piece molecular cluster, C13H35BNO3 overall.

Max |F| (hartree/bohr): 0.007
M (g/mol): 264.2
Net charge: -1
Gap between HOMO and LUMO (eV): 6.5

CARTESIAN COORDINATES (ANGSTROEM)
C1 4.36456 -1.22978 -1.03924
C2 3.96687 0.07315 -0.33060
O1 2.55829 0.21701 -0.28665
C3 2.08507 1.35432 -1.02221
C4 0.59189 1.25009 -1.32044
C5 0.25704 0.52107 -2.62957
C6 -0.96819 -0.39210 -2.52264
C7 -2.29745 0.34375 -2.27279
B1 -3.67781 -0.42872 -2.78529
C8 -4.57450 -1.00918 -1.54561
N1 -4.92405 -0.01374 -0.48521
C9 -6.27496 -0.15900 0.02051
H1 5.21959 -1.08667 -1.70522
H2 3.51730 -1.57705 -1.63670
H3 4.62438 -2.02226 -0.33017
H4 4.41266 0.93694 -0.83914
H5 4.35327 0.09106 0.69623
H6 2.32370 2.25889 -0.44585
H7 2.64440 1.40037 -1.96985
H8 0.19824 2.26758 -1.33111
H9 0.10308 0.74023 -0.48331
H10 1.13327 -0.06846 -2.94777
H11 0.07580 1.26371 -3.41813
H12 -0.76858 -1.09712 -1.69975
H13 -1.05858 -0.99792 -3.43350
H14 -2.37456 0.55479 -1.19347
H15 -2.22854 1.33664 -2.74914
H16 -3.36604 -1.40845 -3.49574
H17 -4.37750 0.32882 -3.47735
H18 -5.52691 -1.40389 -1.93687
H19 -4.07518 -1.87167 -1.06321
H20 -4.29886 -0.16065 0.29495
H21 -6.36994 0.33153 0.99835
H22 -6.59534 -1.21376 0.13396
H23 -6.98779 0.32433 -0.65921
C10 -0.29815 1.51107 3.18591
C11 0.67971 2.08991 2.18446
O2 0.06630 3.02338 1.30776
H24 -1.15352 1.08052 2.66410
H25 0.17620 0.73854 3.78978
H26 -0.67083 2.29810 3.84930
H27 1.04617 1.31743 1.51150
H28 1.54326 2.52873 2.69940
H29 -0.33677 3.74379 1.79843
C12 3.85441 -2.38696 2.82160
C13 2.43107 -2.00206 3.18199
O3 2.12182 -0.65187 2.86975
H30 4.56507 -1.73064 3.32588
H31 4.06417 -3.41869 3.11006
H32 4.01533 -2.30123 1.74598
H33 2.27785 -2.08915 4.25857
H34 1.72181 -2.67890 2.69255
H35 2.21145 -0.52581 1.91472

Atomic partial charges in e from the natural (NBO) method, atoms 1 to 6:
1. C -0.64
2. C -0.07
3. O -0.58
4. C -0.05
5. C -0.43
6. C -0.39

(4)
DFT (wB97M-V/def2-TZVPD) results for a 2-piece molecular cluster, C2HClN2 overall at a distorted geometry.

Max |F| (hartree/bohr): 0.067
M (g/mol): 88.5
Net charge: 0
Energy above the lowest of the compared OMol25 structures with the same formula, charge and spin (kcal/mol): 41.0
Gap between HOMO and LUMO (eV): 8.4

CARTESIAN COORDINATES (ANGSTROEM)
C1 1.95920 1.54973 -0.06000
C2 1.08229 0.49974 -0.11610
N1 2.69645 2.42816 0.02340
N2 -0.06052 0.14844 -0.12024
Cl1 2.71801 -1.36727 -0.00372
H1 -0.41180 -0.79689 -0.11786

Now the natural (NBO) charges, all in e:
1. C 0.13
2. C 0.49
3. N -0.11
4. N -0.48
5. Cl -0.47
6. H 0.44

(5)
DFT (wB97M-V/def2-TZVPD) results for C23H55AlN3O2P4 as an isolated structure at a distorted geometry.

Max |F| (hartree/bohr): 0.157
M (g/mol): 556.6
Net charge: +3
Energy above the lowest of the compared OMol25 structures with the same formula, charge and spin (kcal/mol): 0.0
Gap between HOMO and LUMO (alpha / beta) (eV): 3.9 / 4.0

CARTESIAN COORDINATES (ANGSTROEM)
Al1 1.55299 -0.38337 -1.39571
P1 -2.48571 2.01462 0.05930
P2 0.68642 0.27116 -3.48789
P3 -0.35077 1.68433 3.11230
H1 3.65365 -0.25874 -3.11082
C1 3.43263 -0.33104 -2.03842
C2 3.08270 -1.58012 -1.41499
H2 2.90899 -2.48368 -2.00957
C3 -3.14355 3.59668 -0.45495
C4 -2.70209 0.78082 -1.23261
C5 -3.27462 1.40564 1.56279
C6 1.70675 0.26384 -5.02128
C7 -0.89581 -0.34790 -4.17011
C8 0.46123 2.06802 -3.21449
C9 1.31820 1.25958 3.75302
C10 -1.15289 1.96145 4.74758
C11 -0.10994 3.41808 2.55927
H3 3.98496 0.42290 -1.47413
H4 3.48504 -1.81281 -0.42163
H5 -4.23461 3.53589 -0.56239
H6 -2.70149 3.88611 -1.41638
H7 -2.89194 4.36466 0.28669
H8 -3.73885 0.40148 -1.21435
H9 -2.02248 -0.07946 -1.11729
H10 -2.52676 1.24264 -2.21418
H11 -3.37798 2.19787 2.31876
H12 -2.67323 0.58536 1.99006
H13 -4.27485 1.01530 1.31704
H14 1.05439 0.43776 -5.89106
H15 2.23559 -0.68828 -5.16271
H16 2.45969 1.06061 -4.98720
H17 -1.23693 0.33716 -4.95317
H18 -1.68622 -0.44893 -3.41284
H19 -0.73164 -1.33962 -4.61490
H20 0.05011 2.52069 -4.12529
H21 1.42959 2.54014 -2.98589
H22 -0.20982 2.26963 -2.37071
H23 1.26415 1.14798 4.84221
H24 2.06555 2.01780 3.49627
H25 1.63749 0.30240 3.32716
H26 -0.48341 2.57075 5.37141
H27 -1.31083 0.98196 5.22437
H28 -2.12141 2.46476 4.62509
H29 0.34742 3.99610 3.37237
H30 -1.07845 3.86567 2.29585
H31 0.54271 3.45155 1.67668
C12 2.30945 1.95399 0.28161
C13 2.44822 3.36208 0.08378
C14 3.57926 4.02553 0.57137
C15 4.55565 3.34030 1.29758
C16 4.39825 1.97641 1.54998
C17 3.26800 1.29499 1.09802
O1 1.26626 1.27397 -0.23556
H32 -1.09837 2.20263 0.31954
H33 1.66964 3.89561 -0.46409
H34 3.70946 5.09583 0.38623
H35 5.43053 3.86460 1.68623
H36 5.16088 1.43082 2.11935
H37 3.07174 0.25340 1.35822
C18 -0.35598 -1.71345 2.54179
N1 -1.30767 -1.80749 1.41375
C19 -2.69127 -2.07345 1.84394
P4 -0.59529 -2.41075 0.05448
O2 0.51028 -1.44606 -0.35050
N2 0.11813 -3.84808 0.45636
C20 1.52566 -4.14679 0.19085
C21 -0.70885 -4.97224 0.91408
N3 -1.58227 -2.58020 -1.25768
C22 -2.97930 -3.03271 -1.16449
C23 -0.87856 -3.18002 -2.42117
H38 -0.89571 -1.34231 3.42112
H39 0.09337 -2.69124 2.78191
H40 0.43861 -1.00097 2.29511
H41 -3.41059 -1.53089 1.21475
H42 -2.94657 -3.14741 1.85753
H43 -2.80740 -1.69353 2.86840
H44 2.17438 -3.35974 0.59055
H45 1.76606 -5.08673 0.70070
H46 1.72790 -4.27153 -0.88398
H47 -1.38147 -4.66227 1.73074
H48 -1.31716 -5.39864 0.09506
H49 -0.04011 -5.75487 1.29658
H50 -3.28987 -3.35677 -2.16435
H51 -3.11690 -3.87797 -0.47064
H52 -3.63312 -2.20189 -0.87531
H53 0.06546 -2.65691 -2.62516
H54 -0.66700 -4.25183 -2.27510
H55 -1.52772 -3.06088 -3.29483

Atomic partial charges in e from the Mulliken method, atoms 1 to 6:
1. Al -1.44
2. P 0.99
3. P 1.68
4. P 1.11
5. H 0.57
6. C -0.18